1.
Computed, not measured: a 3-piece molecular cluster, C27H34N2O7S2 overall, with ωB97M-V/def2-TZVPD.

Properties
Structure (SMILES): Cc1cccc(Cc2c(O)ccc3nc(CCOC=O)cnc23)c1.O=S1(=O)CCCC1.O=S1(=O)CCCC1
Kohn-Sham gap in eV: 7.24

```
72
C27H34N2O7S2 ωB97M-V/def2-TZVPD
C 3.75059 -1.91537 0.84461
C 3.74466 -1.11339 -0.56511
C 4.26497 -1.73760 -1.90652
C 4.18642 -0.86903 -3.21121
C 3.60052 0.56879 -3.20632
C 3.08890 1.23173 -1.86840
C 2.48186 2.73616 -1.87942
C 1.66614 2.94174 -0.52102
C 2.29603 3.72396 0.65345
O 3.60028 4.30412 0.61654
C 1.48417 3.87261 1.98725
C 0.08516 3.22875 2.06311
C -0.58438 2.41242 0.87375
N -1.87973 1.84574 1.14289
C -2.28907 1.12726 -0.01957
C -3.71558 0.35782 0.08224
C -3.37026 -1.23118 0.18112
O -3.81677 -1.98590 -0.98072
C -2.77428 -2.19175 -1.92077
O -2.99260 -2.09966 -3.16566
C -1.52816 0.99750 -1.37065
N -0.24898 1.58690 -1.58182
C 0.24393 2.28965 -0.42860
C 3.18871 0.36254 -0.56961
H 4.57827 -1.56113 1.54694
H 2.75084 -1.62619 1.35193
H 3.70532 -3.05232 0.70112
H 4.68737 -2.79343 -1.85641
H 4.58763 -1.34200 -4.17330
H 3.55725 1.13852 -4.20837
H 3.32225 3.50899 -2.04525
H 1.72912 2.88696 -2.74476
H 3.80013 4.53351 -0.31876
H 1.97736 4.43802 2.85814
H -0.48911 3.35134 3.05670
H -4.36843 0.60276 -0.82619
H -4.29023 0.69796 1.02325
H -3.87946 -1.72124 1.09856
H -2.24600 -1.40012 0.31962
H -1.69122 -2.40666 -1.61195
H -1.99533 0.41111 -2.22845
H 2.85957 0.76085 0.46200
O -10.29746 -2.14846 -2.74073
S -9.21949 -3.07230 -2.47176
O -9.40821 -4.26861 -1.68221
C -8.45668 -3.51849 -4.02165
C -7.38278 -2.45908 -4.23148
C -6.71526 -2.26892 -2.86835
C -7.82802 -2.15185 -1.82499
H -9.20514 -3.53465 -4.81362
H -8.01352 -4.50973 -3.90216
H -6.66428 -2.76221 -4.99584
H -7.84202 -1.51823 -4.55241
H -6.09029 -3.13922 -2.64430
H -6.06813 -1.38941 -2.85456
H -7.52751 -2.57689 -0.86656
H -8.14229 -1.11527 -1.68986
O 4.73831 0.60763 2.33284
S 5.90404 0.45154 3.17167
O 7.14596 -0.09373 2.67294
C 6.23835 2.01154 3.96968
C 5.41493 1.96336 5.24999
C 5.60341 0.55287 5.81218
C 5.42570 -0.43032 4.65358
H 5.96035 2.83383 3.31049
H 7.30742 2.05091 4.19061
H 5.73340 2.72899 5.96057
H 4.35721 2.13179 5.02202
H 6.61302 0.45727 6.22502
H 4.89831 0.34197 6.61949
H 6.05954 -1.31004 4.77125
H 4.38323 -0.73498 4.54376
```

---

2.
Computed, not measured: C27H34N3O9P2S3Sn as an isolated structure, with ωB97M-V/def2-TZVPD.

Properties
Total charge: +3
Kohn-Sham gap in eV: 6.80

```
79
C27H34N3O9P2S3Sn ωB97M-V/def2-TZVPD
Sn -0.54222 -0.21117 -0.54457
C -2.46156 -1.46022 4.20925
C -1.74617 -1.67425 2.89004
O -1.58919 -3.07349 2.65150
P -0.00218 -1.11786 2.90829
O 0.14765 0.25826 3.70336
O 0.73589 -2.08931 3.90320
O 0.53207 -1.03259 1.52778
P -2.55950 -0.84958 1.46478
O -4.11654 -0.82753 1.75372
O -2.17352 -1.66700 0.24386
O -2.06888 0.58058 1.39473
H -1.88206 -1.87757 5.03312
H -3.42407 -1.96638 4.18028
H -2.63306 -0.40013 4.40034
H -1.73816 -3.25421 1.71028
H 0.41854 0.11090 4.62102
H 0.61497 -3.03400 3.72071
H -4.62816 -1.54534 1.35424
O -1.37748 -0.58689 -2.52394
S -1.63729 -1.33328 -3.85066
C -0.09590 -1.09449 -4.76205
C 0.31171 0.37955 -4.81141
C 1.82920 0.55456 -4.90660
C 2.59489 0.16296 -3.64534
S 2.58915 1.43157 -2.36650
O 1.21474 1.37456 -1.72005
C 3.72005 0.65185 -1.22894
C 5.03461 0.40429 -1.61057
C 5.91531 -0.13397 -0.68608
C 5.49152 -0.41745 0.60591
C 4.18217 -0.16226 0.97809
C 3.29066 0.38451 0.06319
C -1.56453 -3.05320 -3.51984
C -2.53092 -3.83018 -4.14363
C -2.50275 -5.20766 -3.95633
C -1.53615 -5.77370 -3.14259
C -0.58141 -4.97979 -2.50994
C -0.58684 -3.61097 -2.69984
H -0.30234 -1.50204 -5.75337
H 0.65260 -1.73589 -4.29159
H -0.05693 0.89491 -3.92407
H -0.15092 0.85936 -5.67339
H 2.05336 1.59103 -5.16731
H 2.23122 -0.04577 -5.72552
H 3.64451 -0.02289 -3.86997
H 2.19805 -0.73500 -3.16376
H 5.39068 0.64367 -2.60386
H 6.93684 -0.33017 -0.97896
H 6.18627 -0.84203 1.31661
H 3.84806 -0.40314 1.97747
H 2.25785 0.55601 0.33575
H -3.28804 -3.37292 -4.76545
H -3.24123 -5.82901 -4.44178
H -1.52106 -6.84471 -2.99706
H 0.16990 -5.43783 -1.88263
H 0.16824 -2.98826 -2.22083
C 2.50738 3.93204 1.34596
N 1.37747 3.72601 2.26451
C 1.42865 3.75327 3.65763
C 0.18387 3.56133 4.14674
N -0.63714 3.40694 3.03458
C 0.11766 3.51825 1.92792
S -0.78820 3.40248 0.46883
C -1.99433 3.25484 2.78781
C -3.03089 3.11035 3.68317
C -4.30455 2.98412 3.15384
C -4.51189 2.99739 1.77315
C -3.44523 3.13891 0.92576
N -2.20986 3.28658 1.45428
H 3.33537 4.32421 1.93010
H 2.21692 4.66470 0.59468
H 2.77984 2.97946 0.89626
H 2.36047 3.91690 4.17005
H -0.18863 3.53299 5.15387
H -2.84648 3.10354 4.74724
H -5.14861 2.87514 3.82137
H -5.50193 2.89565 1.35518
H -3.52160 3.15043 -0.15201
```

---

3.
Computed, not measured: C27H35AlBBrCl2F2IN4O6P2S as an isolated structure, with ωB97M-V/def2-TZVPD.

Properties
Total charge: +3
Kohn-Sham gap in eV: 3.34

```
83
C27H35AlBBrCl2F2IN4O6P2S ωB97M-V/def2-TZVPD
C 0.67849 -7.45838 -2.70342
C -0.48023 -6.64450 -3.26703
O 0.06013 -5.66621 -4.20302
B -0.25190 -4.38689 -3.95255
O -0.91474 -3.64383 -4.91195
C 0.08581 -3.57014 -2.59380
C -0.99605 -3.12141 -1.83977
C -2.44531 -3.43218 -2.20782
O -2.93706 -4.40894 -1.70400
N -3.09156 -2.57985 -3.09681
C -4.49500 -2.81832 -3.14925
O -4.94967 -3.73718 -3.72457
F -5.25051 -1.92776 -2.51722
C -0.82916 -2.36138 -0.67722
P -2.36534 -1.81223 0.20906
S -2.66522 0.05812 -0.24066
C 0.51005 -2.07002 -0.32471
C 0.82933 -1.21325 0.89008
C 1.15386 -2.02091 2.14101
O 0.73579 -3.17460 2.27238
Cl 2.04470 -1.21751 3.33714
C 1.56784 -2.56270 -1.09591
P 3.24478 -1.96323 -0.38511
O 4.26758 -1.86885 -1.53799
I 4.06148 -3.76650 1.09909
N 1.34555 -3.31805 -2.20684
C 2.46387 -3.84346 -3.02519
C 3.50386 -4.67194 -2.25346
C 3.07738 -2.77899 -3.98779
C 2.39749 -2.75605 -5.35483
H 1.16718 -6.92026 -1.88874
H 0.36734 -8.45144 -2.39023
H 1.41920 -7.57323 -3.49586
H -1.07152 -6.17491 -2.47559
H -1.15746 -7.32536 -3.77990
H -1.39637 -4.24278 -5.50773
H -2.87438 -1.61653 -2.81174
H -3.44508 -2.65397 -0.10068
H -2.15216 -1.95120 1.63923
H -0.03146 -0.56768 1.16693
H 1.64910 -0.51464 0.71236
H 4.61121 -0.81202 -1.64167
H 2.12810 -4.58680 -3.74747
H 4.45086 -4.16707 -2.09439
H 3.72703 -5.59734 -2.78505
H 3.03819 -5.00670 -1.32526
H 4.14980 -2.94979 -4.04487
H 2.96834 -1.78188 -3.55800
H 2.67365 -3.60939 -5.97365
H 1.32231 -2.63918 -5.23738
H 2.75742 -1.86788 -5.87556
Cl 6.01894 0.03824 -2.23363
C 1.49425 10.50274 5.49167
N 0.73185 9.30518 5.04907
C 1.03887 8.73732 3.87135
C 0.38370 7.60603 3.44217
C -0.60683 7.03349 4.23726
C -0.91627 7.65751 5.44157
C -0.23431 8.79293 5.82480
C -1.30223 5.78158 3.83198
C -1.27331 4.65128 4.64628
C -1.96333 3.51613 4.27752
N -2.67198 3.48419 3.13832
C -2.69885 4.55158 2.32158
C -2.02284 5.70549 2.64264
C -3.46297 2.28196 2.75669
H 1.39874 11.27175 4.72955
H 2.53417 10.21243 5.61952
H 1.09113 10.86069 6.43269
H 1.82381 9.20250 3.29099
H 0.66932 7.16736 2.49566
H -1.69052 7.27193 6.09093
H -0.44715 9.29949 6.75513
H -0.71394 4.64301 5.57195
H -1.96632 2.62677 4.89021
H -3.28387 4.46097 1.41655
H -2.08518 6.54940 1.96871
H -3.13766 1.95174 1.76884
H -4.50956 2.57680 2.73600
H -3.31522 1.49258 3.48572
Br -1.10527 -1.38803 -4.98247
F -1.55275 0.22482 -3.81142
Al -0.88197 -2.32262 3.02959
```

---

4.
Computed, not measured: C27H35AsN2O2P2Ti as an isolated structure, with ωB97M-V/def2-TZVPD.

Properties
Spin multiplicity: 4
Total charge: +1
Kohn-Sham gap (spin up / spin down) in eV: 3.95 / 5.24

```
70
C27H35AsN2O2P2Ti ωB97M-V/def2-TZVPD
Ti -0.24722 -0.07122 0.10361
P 0.50130 2.52054 0.15582
P 1.63518 -2.01609 0.55694
N -1.73790 0.75017 -0.84216
N -1.16755 -1.82587 -0.49911
H -3.22077 0.12250 -2.09956
H -3.26370 -2.17367 -0.49730
H -3.69624 0.03081 -0.38365
C -2.86362 -0.13467 -1.09256
H -2.54975 -2.00346 -2.11822
C -2.49316 -1.62889 -1.07421
H -2.57491 2.13944 -2.27707
H -1.22476 -3.85228 -1.02411
C -1.57150 1.81900 -1.83420
C -0.60975 -3.05168 -0.59180
H -1.49816 3.60544 -0.73473
C -0.72601 2.96639 -1.22105
H -0.14655 3.48063 -2.00964
H 2.86643 -2.18155 -0.14891
H 1.92944 -2.62228 1.82282
H 1.69416 3.07707 -0.41079
H 0.10995 3.55397 1.06482
O 1.15124 0.24198 -1.36422
C 1.57287 0.15618 -2.57616
C 1.84526 1.45513 -3.31519
C 1.32656 -1.10001 -3.37542
H -1.20864 1.45139 -2.77526
H 1.23773 2.27936 -2.91316
H 2.90606 1.72287 -3.27698
H 1.48147 1.37930 -4.34638
H 0.48481 -1.65653 -2.92646
H 0.91526 -0.77938 -4.34775
H 2.26957 -1.66879 -3.47616
C 0.68536 -3.31692 -0.17622
H 1.07705 -4.32368 -0.28528
O -0.32712 0.05286 1.94895
As -0.38325 0.26110 3.70733
C 1.26373 1.17815 4.02409
C 1.22766 2.49309 4.51109
C 2.42266 3.19858 4.68890
C 3.64834 2.58439 4.40581
C 3.67798 1.26330 3.94293
C 2.48611 0.55820 3.73811
C -1.98600 1.28171 3.87165
C -2.86881 0.94370 4.90846
C -4.03911 1.68758 5.09028
C -4.32943 2.75670 4.23610
C -3.45422 3.07719 3.18935
C -2.28293 2.33832 3.00120
C -0.58909 -1.56068 4.22928
C -1.57754 -2.35532 3.63609
C -1.76638 -3.66788 4.08023
C -0.95807 -4.18743 5.10018
C 0.04570 -3.39640 5.67146
C 0.23622 -2.08106 5.23817
H 0.26695 2.95733 4.73944
H 2.39259 4.22614 5.05236
H 4.58189 3.13668 4.54028
H 4.63266 0.78082 3.71821
H 2.50579 -0.46741 3.36790
H -2.62791 0.10692 5.56591
H -4.71750 1.42730 5.90446
H -5.23783 3.34273 4.38456
H -3.67980 3.91323 2.52391
H -1.60369 2.58765 2.18445
H -2.20368 -1.94842 2.83963
H -2.55675 -4.27297 3.63382
H -1.11785 -5.20938 5.44908
H 0.68226 -3.80118 6.46189
H 1.00885 -1.45008 5.67773
```

---

Computed max |F|, in the same sequence as the records: 6.3, 0.4, 4.1, 4.2 eV Å⁻¹.
Computed E, in the same sequence as the records: -67522.64005, -108344.57886, -192094.15657, -138164.68033 eV.